Entry from the OMol25 dataset: a 2-piece molecular cluster, C6H8BrN3 overall (ωB97M-V/def2-TZVPD).

```
18
Properties=species:S:1:pos:R:3
N 1.27 0.26 1.62
H 2.15 -2.94 -0.46
C -1.80 -0.09 -0.39
H -0.65 2.95 -1.53
C 0.29 1.78 0.01
H -2.53 1.26 -1.94
H 2.65 0.69 2.69
C -0.72 2.05 -0.97
Br 0.25 -3.75 -1.69
H 0.77 -2.00 -0.25
H -2.50 -1.01 -0.61
N 1.83 1.11 2.35
H -0.78 -1.40 1.05
C -1.73 1.12 -1.20
H 1.00 2.61 0.34
N 1.05 -2.94 -0.25
C 0.24 0.63 0.74
C -0.79 -0.35 0.49
```

Summary:
- Energy above the lowest of the compared OMol25 structures with the same formula, charge and spin: 2.815 eV
- Structure (SMILES): [H]/N=N/c1ccccc1.NBr
- LUMO level: -0.160 eV